Record 1
{"formula": "C6H8N2O2", "method": "ωB97M-V/def2-TZVPD", "e_above_lowest_ev": 3.202, "e_homo_ev": -9.2, "total_energy_ha": -493.32919, "lumo_energy_ev": 0.79, "symbols": ["C", "C", "C", "C", "C", "C", "N", "N", "O", "O", "H", "H", "H", "H", "H", "H", "H", "H"], "coordinates": [[2.414, 0.927, -0.284], [2.414, -1.159, 0.179], [1.130, 0.608, 0.146], [-0.099, 1.351, 0.337], [-1.917, 0.546, -0.036], [-2.218, -0.948, -0.433], [3.173, -0.170, -0.233], [1.179, -0.776, 0.449], [-1.112, 1.137, -0.916], [-1.055, 0.600, 1.137], [2.924, 1.901, -0.604], [2.665, -2.103, -0.088], [-0.062, 2.366, 0.579], [-2.942, 0.968, 0.228], [-3.176, -1.000, -0.970], [-2.446, -1.530, 0.606], [-1.465, -1.279, -1.064], [0.594, -1.439, 0.968]], "mulliken_charge": [-0.50, -0.18, 0.11, 0.19, 0.43, -1.35, -0.58, -0.04, -0.47, -0.47, 0.34, 0.41, 0.49, 0.32, 0.38, 0.23, 0.40, 0.28]}

Record 2
{"formula": "C23H41F5OOsP2Te", "method": "ωB97M-V/def2-TZVPD", "e_above_lowest_ev": 3.282, "charge": 2, "e_homo_ev": [-14.0, -14.3], "total_energy_ha": -2516.18216, "lumo_energy_ev": [-6.17, -10.54], "multiplicity": 5, "symbols": ["Os", "C", "C", "C", "C", "C", "C", "H", "H", "H", "C", "H", "H", "H", "C", "H", "H", "H", "C", "H", "H", "H", "C", "H", "H", "H", "C", "C", "C", "C", "C", "C", "C", "C", "H", "H", "H", "H", "H", "H", "H", "H", "H", "H", "H", "H", "P", "C", "C", "P", "C", "C", "C", "H", "H", "H", "H", "H", "H", "H", "H", "H", "H", "H", "H", "H", "H", "F", "Te", "F", "F", "F", "F", "O"], "coordinates": [[-1.326, 1.237, -0.268], [0.354, 1.524, -1.849], [-0.080, 2.756, -1.153], [1.877, 1.997, -0.167], [1.568, 1.092, -1.196], [0.874, 2.975, -0.070], [0.123, 1.283, -3.308], [-0.816, 1.726, -3.653], [0.161, 0.211, -3.531], [0.906, 1.760, -3.917], [2.448, -0.021, -1.597], [2.092, -0.524, -2.502], [2.508, -0.770, -0.783], [3.475, 0.332, -1.792], [3.125, 1.901, 0.620], [3.982, 2.133, -0.029], [3.291, 0.882, 1.009], [3.129, 2.599, 1.464], [0.935, 4.175, 0.789], [1.775, 4.808, 0.449], [1.106, 3.918, 1.849], [0.005, 4.757, 0.740], [-0.962, 3.826, -1.712], [-0.363, 4.571, -2.258], [-1.480, 4.330, -0.885], [-1.708, 3.381, -2.376], [-2.401, -0.305, -0.743], [-2.642, 0.813, -1.656], [-3.964, 1.577, -1.562], [-4.140, 2.275, -0.205], [-2.840, 2.311, 0.579], [-2.341, 1.245, 1.425], [-3.176, -0.002, 1.639], [-3.422, -0.734, 0.299], [-4.829, 0.938, -1.779], [-4.952, 1.847, 0.399], [-3.958, 2.339, -2.356], [-4.432, -0.547, -0.107], [-1.814, -1.150, -1.087], [-2.258, 0.675, -2.676], [-3.379, -1.828, 0.491], [-2.698, -0.698, 2.345], [-1.836, 1.619, 2.315], [-4.127, 0.279, 2.115], [-4.340, 3.343, -0.376], [-2.602, 3.309, 0.981], [0.716, -3.332, -0.577], [-0.265, -4.893, -0.668], [0.249, -2.504, -2.089], [1.790, -1.282, 1.882], [0.497, -2.397, 0.979], [0.812, 0.250, 2.308], [1.632, -1.830, 3.611], [0.160, -5.665, -0.007], [-0.216, -5.304, -1.692], [-1.324, -4.759, -0.417], [-0.609, -3.048, -2.492], [1.103, -2.696, -2.755], [-0.005, -1.435, -1.993], [0.541, -2.032, 3.611], [1.925, -0.989, 4.254], [2.170, -2.751, 3.861], [0.265, -3.231, 1.685], [-0.417, -1.779, 0.833], [1.519, 0.922, 2.822], [-0.007, -0.015, 2.993], [0.422, 0.753, 1.404], [4.474, -5.713, 1.551], [4.188, -3.872, 1.104], [5.042, -3.404, 2.724], [2.603, -4.095, 2.289], [3.742, -1.746, 1.217], [5.991, -3.537, 0.360], [2.154, -3.780, -0.710]], "mulliken_charge": [0.01, 0.38, 1.16, 0.46, 0.76, 0.63, -1.72, 0.51, 0.31, 0.37, -1.79, 0.42, 0.11, 0.42, -1.26, 0.38, 0.15, 0.40, -2.20, 0.38, 0.43, 0.38, -1.19, 0.38, 0.43, 0.24, -0.19, -0.46, -1.49, -0.90, -0.83, 0.48, -1.31, -0.86, 0.48, 0.32, 0.39, 0.32, 0.38, 0.88, 0.36, 0.26, 0.83, 0.55, 0.44, 0.76, 1.37, -1.39, -0.56, 1.16, -0.61, -0.49, -1.40, 0.42, 0.42, 0.40, 0.64, 0.57, -0.68, 0.51, 0.41, 0.35, 0.61, -0.12, 0.59, 0.68, -0.85, -0.34, 1.89, -0.33, -0.46, -0.61, -0.35, -0.79]}

Record 3
{"formula": "C13H26O6", "method": "ωB97M-V/def2-TZVPD", "e_above_lowest_ev": 8.739, "smiles": "CC(C)(C)OO[C@]1(C)C[C@](C)(OOC(C)(C)C)OO1", "e_homo_ev": -9.6, "total_energy_ha": -962.01040, "lumo_energy_ev": 0.74, "symbols": ["C", "C", "C", "C", "O", "O", "C", "C", "C", "C", "C", "O", "O", "C", "C", "C", "C", "O", "O", "H", "H", "H", "H", "H", "H", "H", "H", "H", "H", "H", "H", "H", "H", "H", "H", "H", "H", "H", "H", "H", "H", "H", "H", "H", "H"], "coordinates": [[0.774, 0.193, -4.029], [0.271, -0.848, -2.989], [0.186, -2.280, -3.750], [1.214, -0.819, -1.804], [-1.116, -0.594, -2.760], [-1.656, -1.321, -1.575], [-2.433, -0.639, -0.647], [-3.834, -0.516, -1.430], [-1.964, 0.697, -0.215], [-1.406, 0.406, 1.120], [-2.157, 1.201, 2.363], [0.028, 0.792, 1.001], [0.532, 1.199, 2.342], [1.859, 0.851, 2.710], [2.091, -0.691, 2.813], [2.175, 1.410, 4.103], [2.828, 1.350, 1.580], [-1.576, -1.004, 1.401], [-2.572, -1.490, 0.580], [1.755, -0.062, -4.493], [0.906, 1.120, -3.492], [0.033, 0.414, -4.760], [-0.365, -2.974, -3.103], [-0.321, -2.199, -4.688], [1.193, -2.729, -3.872], [2.109, -1.377, -2.061], [0.710, -1.232, -0.842], [1.582, 0.151, -1.516], [-4.006, -1.484, -1.998], [-3.706, 0.337, -2.091], [-4.688, -0.291, -0.732], [-1.248, 1.132, -0.910], [-2.790, 1.413, -0.123], [-1.993, 2.231, 2.423], [-3.228, 0.876, 2.300], [-1.773, 0.679, 3.170], [2.226, -1.168, 1.839], [1.271, -1.072, 3.454], [3.024, -0.746, 3.423], [3.128, 1.111, 4.562], [2.311, 2.442, 4.014], [1.475, 1.168, 4.939], [2.644, 0.622, 0.793], [3.876, 1.355, 1.744], [2.630, 2.385, 1.204]], "mulliken_charge": [-1.73, 1.70, -1.53, -1.48, -0.30, -0.26, 1.03, -1.57, -1.03, 1.36, -1.75, -0.12, -0.35, 1.57, -1.50, -1.78, -1.28, -0.22, -0.44, 0.34, 0.42, 0.46, 0.38, 0.38, 0.35, 0.52, 0.15, 0.39, 0.34, 0.39, 0.37, 0.31, 0.31, 0.38, 0.40, 0.53, 0.28, 0.39, 0.46, 0.42, 0.47, 0.38, 0.11, 0.41, 0.32]}

Record 4
{"formula": "C7H6", "method": "ωB97M-V/def2-TZVPD", "e_above_lowest_ev": 4.421, "e_homo_ev": -7.7, "total_energy_ha": -270.07363, "lumo_energy_ev": 0.73, "symbols": ["C", "C", "C", "C", "C", "C", "C", "H", "H", "H", "H", "H", "H"], "coordinates": [[0.925, 1.287, -0.253], [-0.357, 1.250, -0.059], [1.622, -0.007, 0.265], [-2.126, -0.264, -0.202], [0.443, -0.993, 0.142], [-1.462, 0.827, 0.508], [-0.795, -0.593, 0.148], [1.662, 2.135, -0.632], [2.329, -0.384, -0.355], [1.983, -0.015, 1.306], [-2.867, -0.921, 0.297], [-2.189, -0.239, -1.284], [0.833, -2.083, 0.121]], "mulliken_charge": [-0.71, 0.75, -0.57, -0.09, -0.69, -0.81, 0.51, 0.25, 0.39, 0.29, 0.21, 0.22, 0.25]}

Repeat the third record exactly.
{"formula": "C13H26O6", "method": "ωB97M-V/def2-TZVPD", "e_above_lowest_ev": 8.739, "smiles": "CC(C)(C)OO[C@]1(C)C[C@](C)(OOC(C)(C)C)OO1", "e_homo_ev": -9.6, "total_energy_ha": -962.01040, "lumo_energy_ev": 0.74, "symbols": ["C", "C", "C", "C", "O", "O", "C", "C", "C", "C", "C", "O", "O", "C", "C", "C", "C", "O", "O", "H", "H", "H", "H", "H", "H", "H", "H", "H", "H", "H", "H", "H", "H", "H", "H", "H", "H", "H", "H", "H", "H", "H", "H", "H", "H"], "coordinates": [[0.774, 0.193, -4.029], [0.271, -0.848, -2.989], [0.186, -2.280, -3.750], [1.214, -0.819, -1.804], [-1.116, -0.594, -2.760], [-1.656, -1.321, -1.575], [-2.433, -0.639, -0.647], [-3.834, -0.516, -1.430], [-1.964, 0.697, -0.215], [-1.406, 0.406, 1.120], [-2.157, 1.201, 2.363], [0.028, 0.792, 1.001], [0.532, 1.199, 2.342], [1.859, 0.851, 2.710], [2.091, -0.691, 2.813], [2.175, 1.410, 4.103], [2.828, 1.350, 1.580], [-1.576, -1.004, 1.401], [-2.572, -1.490, 0.580], [1.755, -0.062, -4.493], [0.906, 1.120, -3.492], [0.033, 0.414, -4.760], [-0.365, -2.974, -3.103], [-0.321, -2.199, -4.688], [1.193, -2.729, -3.872], [2.109, -1.377, -2.061], [0.710, -1.232, -0.842], [1.582, 0.151, -1.516], [-4.006, -1.484, -1.998], [-3.706, 0.337, -2.091], [-4.688, -0.291, -0.732], [-1.248, 1.132, -0.910], [-2.790, 1.413, -0.123], [-1.993, 2.231, 2.423], [-3.228, 0.876, 2.300], [-1.773, 0.679, 3.170], [2.226, -1.168, 1.839], [1.271, -1.072, 3.454], [3.024, -0.746, 3.423], [3.128, 1.111, 4.562], [2.311, 2.442, 4.014], [1.475, 1.168, 4.939], [2.644, 0.622, 0.793], [3.876, 1.355, 1.744], [2.630, 2.385, 1.204]], "mulliken_charge": [-1.73, 1.70, -1.53, -1.48, -0.30, -0.26, 1.03, -1.57, -1.03, 1.36, -1.75, -0.12, -0.35, 1.57, -1.50, -1.78, -1.28, -0.22, -0.44, 0.34, 0.42, 0.46, 0.38, 0.38, 0.35, 0.52, 0.15, 0.39, 0.34, 0.39, 0.37, 0.31, 0.31, 0.38, 0.40, 0.53, 0.28, 0.39, 0.46, 0.42, 0.47, 0.38, 0.11, 0.41, 0.32]}